# 1
118
Properties=species:S:1:pos:R:3:forces:R:3:mulliken_spin:R:1 method="wB97M-V/def2-TZVPD" total_charge=-2 gap_ev="4.9 / 5.5" multiplicity=2 relative_energy_kcal_mol=14.93 s_squared=0.7891 e_homo_ev="-1.34 / -1.87" total_energy_ha=-8425.67878
Hg -0.161806 0.885795 -0.636880 -0.236 0.254 -0.065 0.010
C -4.941380 -3.480952 2.270390 -0.006 -0.025 -0.020 0.000
C -4.820915 -1.986690 1.980417 -0.003 0.072 -0.025 0.000
N -3.479236 -1.477699 2.156916 0.156 0.029 0.004 0.001
C -2.545433 -1.545875 1.109140 -0.082 0.159 0.083 0.004
S -0.888318 -1.689513 1.606901 -0.300 0.137 0.211 0.003
N -3.037640 -1.425492 -0.083238 -0.136 -0.286 -0.054 0.023
N -2.186607 -1.479115 -1.152522 0.335 0.163 0.391 0.142
C -1.609695 -2.579576 -1.457064 -0.028 -0.172 -0.183 -0.012
C -1.840104 -3.900001 -0.777913 -0.078 -0.010 0.021 0.011
C -0.652965 -2.509567 -2.552853 -0.019 -0.169 0.039 0.277
C 0.280840 -3.508165 -2.749140 -0.024 -0.065 0.066 -0.108
C 1.378242 -3.368213 -3.586202 0.006 0.091 -0.130 0.390
C 1.545855 -2.109344 -4.224996 -0.079 -0.087 0.031 -0.102
C 0.618322 -1.141806 -4.066304 -0.013 -0.039 -0.035 0.198
N -0.549786 -1.320626 -3.306516 0.083 0.196 -0.201 0.128
H -5.977593 -3.820099 2.181861 0.002 -0.008 -0.017 0.000
H -4.595791 -3.710679 3.281577 -0.009 0.012 0.010 0.000
H -4.329030 -4.054746 1.572768 0.006 0.000 0.000 0.000
H -5.507912 -1.425531 2.623115 0.014 -0.016 0.033 0.000
H -5.102164 -1.779727 0.949227 -0.028 0.011 0.003 0.000
H -3.026395 -1.707716 3.028177 -0.051 -0.017 0.011 0.000
H -0.983232 -4.202693 -0.177478 -0.011 0.028 -0.035 -0.004
H -2.049092 -4.680948 -1.513058 0.029 -0.008 -0.029 -0.004
H -2.688273 -3.805254 -0.104068 -0.017 -0.020 -0.035 0.004
H 0.175705 -4.407067 -2.156781 0.009 0.002 0.009 -0.007
H 2.118022 -4.150429 -3.673302 0.008 0.004 -0.006 0.009
H 2.413748 -1.896068 -4.834447 0.026 -0.010 0.013 -0.007
H 0.709308 -0.179659 -4.542821 0.013 0.043 0.041 0.036
S 2.693197 1.890178 1.166054 0.007 0.021 0.116 0.000
C 2.555859 2.582550 2.759174 0.007 0.002 0.050 0.000
C 3.640241 2.629231 3.657770 0.050 -0.033 -0.071 0.000
C 3.526243 3.197681 4.912399 -0.030 0.019 0.028 0.000
C 2.320633 3.751661 5.336690 0.023 0.003 -0.028 0.000
C 1.231001 3.713645 4.476654 0.011 0.058 0.005 0.000
C 1.339229 3.144503 3.213700 0.028 -0.098 -0.077 0.001
As -0.150644 2.873948 1.993929 -0.084 0.147 -0.020 0.001
C 0.180870 4.320776 0.708995 -0.005 -0.050 -0.009 0.000
C 1.344097 5.082070 0.698654 -0.029 0.022 -0.012 0.000
C 1.537842 6.056928 -0.271673 -0.007 0.000 0.014 0.000
C 0.572280 6.280032 -1.245484 0.015 0.006 -0.005 0.000
C -0.589158 5.520659 -1.243400 -0.029 -0.021 -0.005 0.000
C -0.778918 4.544253 -0.274088 0.016 0.014 -0.005 0.001
C -1.550996 3.849073 3.014845 0.083 -0.064 0.086 0.000
C -2.342105 3.073483 3.862334 -0.032 -0.009 -0.041 0.000
C -3.343163 3.647479 4.634776 -0.013 0.011 0.005 0.000
C -3.581258 5.013493 4.560341 0.017 -0.020 -0.012 0.000
C -2.810583 5.795017 3.710090 -0.006 0.017 -0.003 0.000
C -1.803331 5.217139 2.946679 0.031 0.013 0.032 0.000
H 4.578755 2.191096 3.338728 0.002 0.016 0.001 0.000
H 4.386686 3.205522 5.573977 0.006 0.001 -0.002 0.000
H 2.230194 4.201100 6.318558 -0.002 -0.007 0.007 0.000
H 0.285080 4.137906 4.795291 -0.005 -0.016 -0.002 0.000
H 2.106389 4.896287 1.444826 0.014 0.003 -0.010 0.000
H 2.453682 6.636864 -0.272926 0.002 0.002 -0.003 0.000
H 0.730397 7.034528 -2.007982 -0.006 0.003 0.001 0.000
H -1.346206 5.672217 -2.004031 0.002 0.017 0.031 0.000
H -1.684751 3.946650 -0.289146 0.012 -0.023 -0.008 -0.001
H -2.179059 2.001041 3.904635 0.008 0.005 0.005 0.000
H -3.944887 3.025070 5.286781 -0.001 -0.002 0.000 0.000
H -4.366337 5.464573 5.155972 -0.003 0.003 0.000 0.000
H -2.992144 6.862035 3.641311 0.002 -0.003 0.002 0.000
H -1.203868 5.840791 2.293517 -0.005 -0.004 0.005 0.000
C 3.450584 1.089099 -2.233513 0.067 -0.104 -0.035 0.009
O 2.807706 -0.021215 -1.640660 0.089 0.226 0.058 -0.021
C 3.430676 -1.209849 -1.574739 -0.096 -0.132 -0.011 0.001
C 4.551770 -1.607795 -2.267544 0.002 -0.031 -0.056 -0.005
C 4.967240 -2.937904 -2.135308 -0.064 0.034 0.017 -0.006
Br 6.510983 -3.496214 -3.109017 0.010 0.000 -0.013 0.000
C 4.301579 -3.846919 -1.354370 0.034 0.029 0.029 0.023
C 3.174352 -3.429008 -0.629493 -0.020 -0.144 0.106 -0.007
C 2.761189 -2.113038 -0.726483 0.005 0.089 0.033 0.008
O 1.694029 -1.705464 -0.036625 0.132 -0.049 -0.021 0.000
C 2.431294 -4.395186 0.198431 0.024 0.128 -0.021 -0.014
N 2.764956 -5.661974 0.317696 -0.077 -0.101 -0.025 0.001
C 1.799363 -6.199752 1.147051 0.108 -0.061 -0.029 -0.001
C 1.641980 -7.503096 1.621969 -0.008 -0.009 -0.002 0.000
C 0.571931 -7.765385 2.456231 -0.022 0.024 0.010 0.000
C -0.337082 -6.756170 2.823716 0.053 -0.028 -0.025 0.000
C -0.198811 -5.459113 2.366731 -0.049 -0.060 0.052 -0.001
C 0.881896 -5.208747 1.525907 -0.038 0.135 0.043 0.001
N 1.306279 -4.065078 0.903003 0.358 -0.121 -0.040 0.002
H 3.526777 0.955555 -3.318174 0.014 -0.005 -0.002 -0.005
H 4.442047 1.235855 -1.799086 -0.003 0.021 0.015 0.002
H 2.823122 1.945899 -2.002757 0.009 0.016 0.006 -0.001
H 5.074123 -0.924797 -2.921388 0.023 0.003 0.006 -0.001
H 4.621621 -4.875084 -1.271471 0.001 -0.005 -0.006 0.000
H 1.552511 -0.743091 -0.097347 0.097 0.030 0.007 0.007
H 2.343531 -8.277413 1.337948 0.007 -0.006 0.002 0.000
H 0.428641 -8.768229 2.840932 -0.008 -0.009 -0.004 0.000
H -1.162142 -7.000804 3.481286 -0.007 -0.011 0.004 0.000
H -0.886302 -4.668705 2.641651 0.033 0.034 -0.042 0.000
H 0.903967 -3.130395 0.973586 -0.219 -0.118 -0.068 0.002
C -4.695287 5.829122 -3.835400 0.019 0.014 0.019 0.000
C -3.812963 5.093478 -4.852745 0.012 -0.025 0.032 0.000
C -2.497172 5.864414 -4.976625 0.004 0.012 -0.023 0.000
C -4.507466 5.103997 -6.221852 -0.023 0.005 0.009 0.000
C -3.591551 3.642118 -4.415982 -0.019 -0.001 -0.035 -0.001
C -4.693786 2.844875 -4.099746 0.021 -0.041 -0.029 0.001
C -4.574457 1.506103 -3.724075 0.007 0.088 0.003 0.002
C -3.303696 0.985963 -3.674411 -0.061 -0.179 0.008 0.005
O -2.905678 -0.274655 -3.346050 -0.113 0.065 -0.226 0.004
B -1.507964 -0.242321 -3.374025 0.036 -0.097 0.131 -0.024
O -1.070224 1.014671 -3.845488 -0.052 0.012 -0.060 0.019
C -2.201021 1.763696 -3.980756 0.101 0.017 -0.046 0.003
C -2.309270 3.081591 -4.358377 -0.033 0.053 0.082 0.000
H -4.851338 6.863179 -4.154575 -0.004 0.007 0.001 0.000
H -4.225076 5.841417 -2.850751 0.018 -0.008 0.004 0.000
H -5.673548 5.360336 -3.730400 -0.001 -0.001 -0.006 0.000
H -2.710050 6.915918 -5.182889 0.003 0.000 -0.025 0.000
H -1.881968 5.483159 -5.794102 0.009 -0.018 0.014 0.000
H -1.910886 5.814482 -4.057918 -0.029 0.012 -0.032 0.000
H -4.657288 6.130584 -6.568675 -0.004 0.009 -0.002 0.000
H -5.481128 4.614068 -6.170275 -0.005 -0.004 -0.001 0.000
H -3.904531 4.573272 -6.961176 0.005 0.003 0.000 0.000
H -5.688296 3.270858 -4.143822 -0.004 0.011 -0.002 0.000
H -5.435724 0.907318 -3.462783 -0.006 -0.013 -0.006 0.000
H -1.415686 3.649251 -4.571824 0.014 0.008 -0.005 0.000

---

# 2
119
Properties=species:S:1:pos:R:3:forces:R:3:mulliken_charge:R:1 method="wB97M-V/def2-TZVPD" total_charge=-1 gap_ev="5.6 / 5.5" e_homo_ev="-4.25 / -4.11" total_energy_ha=-4597.31534
W 0.209481 -0.721535 -1.500183 -1.194 1.609 0.275 0.317
Cl 2.292730 -5.162105 -6.764983 -0.014 0.006 0.011 -0.297
C 1.547399 -4.433775 -5.366043 0.077 0.095 -0.021 0.652
C 0.657369 -5.146347 -4.623390 -0.132 -0.056 0.144 -0.423
C 0.045809 -4.592090 -3.472922 0.050 -0.132 -0.275 -0.132
I -1.325479 -5.722888 -2.402495 -0.042 -0.041 0.047 -0.027
C 0.335416 -3.306572 -3.073879 0.095 0.035 0.033 -0.201
O -0.120343 -2.699540 -2.026413 0.223 -0.613 -0.007 0.191
C 1.249098 -2.569931 -3.880928 -0.055 -0.123 -0.027 -0.355
N 1.448261 -1.319082 -3.424799 -0.028 -0.211 0.132 0.054
C 2.296144 -0.555000 -4.057157 0.341 0.200 -0.348 0.046
C 2.993588 -0.992521 -5.197993 -0.028 0.215 0.147 -1.342
C 2.784907 -2.252301 -5.680867 0.058 -0.125 -0.127 -1.104
C 1.881358 -3.098988 -5.012641 -0.027 -0.079 -0.047 0.318
H 0.416156 -6.160021 -4.914148 -0.007 0.014 0.005 0.411
H 2.437981 0.442615 -3.667891 0.024 0.049 0.007 0.591
H 3.684240 -0.313895 -5.679627 -0.009 -0.015 0.002 0.462
H 3.303630 -2.607929 -6.561838 -0.016 0.004 0.018 0.442
S -2.357356 -1.107511 -2.210235 0.201 -0.048 0.158 -0.334
C -2.791425 0.173354 -3.283762 0.009 0.077 0.016 0.406
C -4.109162 0.294935 -3.741157 -0.038 -0.037 0.013 -0.843
C -4.503501 1.316538 -4.593036 -0.137 -0.058 -0.009 0.602
C -5.877677 1.395430 -5.012940 0.053 0.068 -0.024 -0.207
N -6.978561 1.461261 -5.343291 0.094 -0.039 0.048 -0.599
C -3.558954 2.261202 -5.022149 0.010 0.115 -0.064 0.437
C -2.247287 2.149705 -4.576474 0.011 0.027 0.002 -1.208
C -1.846695 1.129399 -3.717037 -0.082 0.025 0.008 0.445
S -0.183185 1.106107 -3.188476 0.173 -0.214 0.290 -0.401
C -3.923987 3.347050 -5.889022 -0.030 -0.023 0.044 -0.151
N -4.204475 4.229773 -6.573390 0.043 -0.081 0.044 -0.620
H -4.843298 -0.429758 -3.410117 0.029 0.020 -0.012 0.557
H -1.518719 2.885943 -4.893979 -0.008 -0.029 0.000 0.507
N -0.418055 0.490800 -0.101310 0.746 -0.591 -0.214 0.293
P -1.166371 0.996649 1.152399 -0.329 0.155 0.054 -0.282
N -1.785611 -0.240857 2.095746 -0.022 -0.109 -0.041 0.770
C -2.286170 -1.461590 1.463956 -0.037 0.007 0.197 0.966
C -3.788026 -1.607249 1.655115 -0.034 0.056 -0.015 -0.608
C -4.126594 -1.624858 3.142375 0.009 -0.031 0.017 -0.956
C -3.563814 -0.384539 3.832342 -0.023 -0.007 0.018 -0.587
C -2.081271 -0.182578 3.519768 -0.016 -0.028 0.023 -0.899
N -2.360845 2.075290 0.714919 -0.085 0.061 -0.053 1.407
C -2.830781 2.095249 -0.671999 -0.022 0.014 0.058 0.772
C -3.364086 3.468952 -1.039633 0.026 0.052 -0.011 -0.709
C -4.458501 3.903207 -0.070220 -0.030 -0.021 0.002 -0.905
C -3.946719 3.835586 1.365500 0.041 0.022 0.005 -0.974
C -3.390452 2.449463 1.675975 -0.008 -0.049 -0.057 -0.582
N -0.396989 1.877850 2.356840 0.260 0.119 -0.185 0.446
C 0.710477 1.240274 3.057658 -0.040 -0.010 0.044 -1.094
C 2.054155 1.592355 2.426961 -0.009 -0.013 -0.018 0.690
C 2.245238 3.107138 2.396043 -0.011 0.018 0.058 -1.320
C 1.057745 3.779052 1.712135 0.044 0.016 -0.038 -0.226
C -0.251947 3.335385 2.339587 -0.096 -0.151 0.083 -0.941
H -1.782526 -2.324002 1.924816 -0.036 0.044 -0.001 0.102
H -2.032052 -1.451249 0.410543 0.030 0.041 -0.125 -1.394
H -4.130939 -2.518883 1.159912 0.005 0.001 0.016 0.417
H -4.287512 -0.766822 1.159492 0.005 -0.032 0.003 0.126
H -3.685499 -2.522294 3.595488 -0.003 0.025 -0.014 0.306
H -5.205845 -1.690263 3.301233 0.009 0.002 0.000 0.488
H -3.684281 -0.459856 4.917495 -0.011 0.009 -0.012 0.447
H -4.122165 0.497386 3.507422 0.011 -0.034 0.001 0.142
H -1.504689 -0.973640 4.028821 -0.025 -0.002 -0.025 0.503
H -1.743748 0.772100 3.918980 0.002 -0.028 0.004 0.332
H -3.616519 1.341030 -0.817304 -0.029 -0.007 0.008 0.318
H -1.995705 1.820518 -1.303803 0.060 -0.036 -0.059 -1.276
H -3.741090 3.439476 -2.064620 -0.001 -0.009 -0.009 0.270
H -2.537306 4.188558 -1.017049 -0.021 -0.009 0.007 0.232
H -5.316752 3.228986 -0.177681 0.011 0.011 0.004 0.307
H -4.814709 4.908907 -0.304100 0.004 0.001 -0.001 0.461
H -4.740061 4.075174 2.079576 0.001 -0.014 -0.019 0.388
H -3.152333 4.577523 1.502627 -0.022 -0.005 0.003 0.320
H -4.216397 1.720611 1.640772 0.013 0.017 0.010 0.160
H -2.973309 2.420104 2.685094 0.007 0.015 -0.015 0.528
H 0.524744 0.165490 3.062002 0.087 -0.059 -0.008 0.586
H 0.692891 1.573613 4.106945 0.000 -0.005 -0.019 0.311
H 2.070658 1.213460 1.401519 0.002 -0.040 -0.018 -0.673
H 2.874342 1.114499 2.975165 -0.004 0.030 -0.009 0.351
H 3.175265 3.360271 1.885147 0.023 -0.004 -0.034 0.494
H 2.325800 3.480012 3.426395 0.014 0.000 -0.030 0.523
H 1.040200 3.503956 0.656832 0.025 -0.009 -0.041 -0.128
H 1.142653 4.868821 1.765437 0.010 -0.025 0.019 0.465
H -1.097353 3.767161 1.814859 -0.018 0.018 -0.045 0.146
H -0.294571 3.672154 3.386203 -0.012 0.010 -0.017 0.305
C 4.412632 3.430245 -1.162745 -0.038 0.006 0.013 -0.858
C 3.010359 3.368335 -1.314181 0.007 0.026 0.038 -0.743
C 2.357616 2.168660 -1.249230 0.036 -0.025 0.045 0.448
C 3.053526 0.944239 -1.056362 -0.005 -0.018 -0.001 0.426
C 2.361479 -0.322716 -1.046957 -0.009 -0.026 -0.104 0.850
C 3.179340 -1.432198 -0.917960 0.107 -0.011 0.032 0.248
C 4.585967 -1.373691 -0.784404 -0.065 -0.047 -0.020 -1.286
C 5.224755 -0.170342 -0.773158 0.002 0.052 -0.002 -1.234
C 4.468685 1.018918 -0.919636 0.045 0.001 0.020 1.635
C 5.118453 2.280048 -0.961352 0.002 -0.028 -0.006 -0.960
H 4.924278 4.384658 -1.207558 -0.017 -0.007 -0.005 0.338
H 2.444554 4.278862 -1.476467 0.015 -0.012 -0.003 0.485
H 1.282391 2.127949 -1.346982 -0.053 0.007 -0.003 -0.130
H 2.737141 -2.425061 -0.933664 -0.034 -0.029 -0.011 0.342
H 5.152800 -2.295702 -0.697134 -0.021 0.028 0.003 0.401
H 6.303007 -0.103028 -0.672484 -0.019 0.000 0.002 0.362
H 6.197741 2.306810 -0.848991 -0.020 0.005 0.003 0.417
N 5.433837 -3.564365 7.639672 0.110 -0.025 0.156 -0.542
C 4.757940 -3.454252 6.718609 -0.218 0.053 -0.294 -0.003
C 3.907891 -3.315865 5.560925 0.204 -0.054 0.261 0.441
C 3.524543 -4.442853 4.843701 -0.083 -0.074 -0.132 -0.909
C 2.714225 -4.310513 3.730653 0.098 -0.118 0.109 -0.847
C 2.268863 -3.052961 3.339640 -0.138 -0.019 -0.247 0.695
C 2.650675 -1.927011 4.055807 0.092 0.044 0.158 -0.004
C 3.474542 -2.058434 5.159939 -0.112 0.126 -0.115 -0.906
N 1.431418 -2.938163 2.208523 -0.025 0.057 0.208 0.425
C 0.636888 -3.942383 1.673868 0.099 -0.075 -0.001 -0.638
C 0.102842 -3.434734 0.541595 -0.103 0.032 -0.044 -0.998
N 0.543331 -2.137271 0.360667 -0.203 -0.096 -0.196 1.106
C 1.318926 -1.866978 1.370561 0.252 -0.041 0.129 -1.874
H 3.869507 -5.421091 5.150000 0.006 0.016 -0.001 0.451
H 2.445736 -5.185570 3.155724 0.010 0.025 0.005 0.471
H 2.298503 -0.950553 3.766835 -0.057 0.076 -0.052 0.514
H 3.771931 -1.181474 5.718314 0.005 -0.004 0.003 0.461
H 0.504081 -4.894411 2.157083 -0.005 0.059 -0.022 0.523
H -0.580047 -3.893994 -0.151009 0.046 0.043 0.036 -0.097
H 1.893611 -0.963015 1.479047 -0.059 -0.001 0.057 0.978